{"formula": "C12H24ClLiO7", "method": "the ωB97M-V functional and the def2-TZVPD basis", "species": ["Cl", "O", "O", "O", "O", "O", "O", "O", "C", "C", "C", "C", "C", "C", "C", "C", "C", "C", "C", "C", "Li", "H", "H", "H", "H", "H", "H", "H", "H", "H", "H", "H", "H", "H", "H", "H", "H", "H", "H", "H", "H", "H", "H", "H", "H"], "coordinates": [[-3.69, 1.36, 4.45], [-4.17, 1.96, 5.61], [-2.87, 2.26, 3.73], [-1.64, -3.45, -0.37], [2.70, 0.34, 1.90], [-1.23, 2.42, -1.92], [-3.04, 0.12, 4.48], [-4.75, 1.23, 3.50], [-0.64, -4.89, -1.76], [-0.57, -5.54, -0.37], [3.08, 1.42, 2.80], [-1.99, -4.13, -1.61], [4.97, 0.89, 1.53], [-0.86, 3.99, -3.62], [3.87, -0.11, 1.14], [-1.15, -4.44, 0.53], [-2.45, 2.59, -2.61], [4.62, 1.31, 2.94], [-2.14, 3.26, -3.98], [-0.43, 3.50, -2.25], [-1.28, -0.01, 0.97], [5.10, 2.26, 3.19], [-1.03, 5.07, -3.63], [5.98, 0.50, 1.44], [2.78, 2.42, 2.50], [-3.17, 3.15, -2.01], [5.00, 0.48, 3.54], [3.61, -0.12, 0.08], [0.61, 3.25, -2.07], [-0.13, 3.75, -4.40], [-0.61, -5.68, -2.51], [-1.79, 2.57, -4.75], [0.42, -5.86, -0.07], [-2.98, 3.84, -4.36], [-1.83, -4.78, 1.31], [-0.36, -3.97, 1.11], [-2.94, -4.66, -1.52], [-2.87, 1.59, -2.71], [4.74, 1.64, 0.78], [2.61, 1.24, 3.77], [4.13, -1.11, 1.47], [-0.57, 4.35, -1.58], [-2.01, -3.39, -2.41], [-1.22, -6.41, -0.24], [0.17, -4.22, -2.06]], "homo_energy_ev": -7.57}